{"formula": "C39H98N11O13", "method": "wB97M-V/def2-TZVPD", "species": ["C", "C", "C", "O", "H", "H", "H", "H", "H", "H", "H", "C", "O", "C", "C", "N", "C", "C", "O", "C", "H", "H", "H", "H", "H", "H", "H", "H", "H", "H", "H", "H", "H", "H", "H", "C", "O", "C", "C", "N", "C", "C", "O", "C", "H", "H", "H", "H", "H", "H", "H", "H", "H", "H", "H", "H", "H", "H", "H", "C", "O", "C", "C", "N", "C", "C", "O", "C", "H", "H", "H", "H", "H", "H", "H", "H", "H", "H", "H", "H", "H", "H", "H", "C", "O", "C", "C", "N", "C", "C", "O", "C", "H", "H", "H", "H", "H", "H", "H", "H", "H", "H", "H", "H", "H", "H", "H", "C", "C", "C", "C", "C", "C", "N", "O", "C", "C", "C", "H", "H", "H", "H", "H", "H", "H", "H", "H", "H", "H", "H", "H", "H", "H", "H", "H", "H", "H", "C", "O", "N", "N", "H", "H", "H", "H", "C", "O", "N", "N", "H", "H", "H", "H", "C", "O", "N", "N", "H", "H", "H", "H"], "positions_angstrom": [[20.37652, -3.58868, 18.36117], [20.21106, -3.84093, 19.89992], [18.93066, -4.64603, 20.11362], [21.39801, -4.20841, 20.59674], [19.79845, -2.73498, 18.00746], [20.12981, -4.52679, 17.86398], [21.37753, -3.39736, 17.97453], [20.03890, -2.80835, 20.20359], [18.59784, -4.67966, 21.15102], [19.06960, -5.68898, 19.82891], [18.07380, -4.21176, 19.59856], [18.64168, -5.28953, 30.09215], [18.06264, -6.14485, 29.14894], [18.95487, -6.52217, 28.09041], [18.22391, -7.24416, 26.95412], [17.58707, -6.24498, 26.12639], [16.80181, -6.94004, 25.03130], [16.35978, -6.03734, 23.89616], [15.68659, -6.73429, 22.86140], [15.47376, -5.90926, 21.76628], [17.87312, -5.18868, 30.85846], [18.83228, -4.31303, 29.64695], [19.46122, -5.79289, 30.60509], [19.81488, -7.07835, 28.46342], [19.28389, -5.53026, 27.78061], [17.47235, -7.89543, 27.40031], [18.87148, -7.84936, 26.31971], [18.30340, -5.69076, 25.67940], [15.96522, -7.46582, 25.49149], [17.36962, -7.74337, 24.56190], [17.24577, -5.49484, 23.56630], [15.64730, -5.28048, 24.22425], [16.31237, -5.89819, 21.07006], [15.23670, -4.85617, 21.91768], [14.75649, -6.28980, 21.03908], [15.32945, 3.47526, 13.40667], [15.16579, 3.24486, 14.81867], [16.11397, 2.42367, 15.31811], [15.72020, 2.56308, 16.77539], [16.77855, 2.15455, 17.61067], [16.32614, 2.07973, 19.01580], [17.56005, 1.77041, 19.94454], [18.03320, 0.47230, 19.70634], [17.41855, -0.45512, 20.54655], [15.12854, 2.62468, 12.75533], [16.29309, 3.85146, 13.06321], [14.57500, 4.24473, 13.24287], [17.15205, 2.71909, 15.16574], [15.85211, 1.44643, 14.91247], [14.87632, 1.89510, 16.94795], [15.44307, 3.58253, 17.04375], [16.94313, 1.16794, 17.47067], [15.48660, 1.39562, 19.13928], [16.03445, 3.06728, 19.37325], [17.50031, 2.09542, 20.98324], [18.26159, 2.48344, 19.51150], [17.85362, -1.40230, 20.22771], [16.33453, -0.50303, 20.65000], [17.66819, -0.22073, 21.58137], [19.86425, -7.04577, 15.21603], [20.99440, -6.71610, 14.40470], [21.42835, -5.37973, 14.52388], [22.69049, -5.16108, 13.67537], [24.02732, -5.57386, 14.17410], [24.09245, -7.06544, 13.97560], [25.44728, -7.56104, 14.43786], [26.67176, -7.02771, 13.84792], [27.85358, -7.69034, 14.13348], [20.08054, -7.04434, 16.28436], [19.57406, -8.09009, 15.10077], [19.03796, -6.39116, 14.93887], [21.69728, -5.18964, 15.56293], [20.59786, -4.76747, 14.17243], [22.52928, -4.08589, 13.59745], [22.52328, -5.45820, 12.64006], [24.04547, -5.36823, 15.16278], [24.05594, -7.30988, 12.91399], [23.26823, -7.46546, 14.56615], [25.42866, -8.63933, 14.27961], [25.57736, -7.50965, 15.51884], [28.75441, -7.30098, 13.65914], [27.72487, -8.77000, 14.05690], [28.03694, -7.41943, 15.17323], [21.08118, -2.34895, 11.18713], [21.57258, -2.32341, 12.56255], [20.95316, -1.34267, 13.42443], [21.23180, -1.52974, 14.93068], [22.69919, -1.28950, 15.17293], [23.16365, -1.69118, 16.51828], [24.65110, -1.25452, 16.67411], [24.96270, -1.70936, 17.96705], [26.20177, -1.14559, 18.41640], [21.54090, -3.18088, 10.65358], [21.35846, -1.44237, 10.64922], [20.00078, -2.48782, 11.22668], [19.90560, -1.44768, 13.14218], [21.31095, -0.35827, 13.12270], [20.81857, -2.45383, 15.33491], [20.65084, -0.71287, 15.35882], [23.20001, -1.76105, 14.43339], [23.25658, -2.77610, 16.56738], [22.50429, -1.48016, 17.36019], [24.72836, -0.17208, 16.57189], [25.27333, -1.73444, 15.91872], [26.15252, -0.12363, 18.79226], [26.98881, -1.21206, 17.66523], [26.60643, -1.72397, 19.24697], [16.66690, -1.25525, 16.00174], [16.38860, -2.72492, 16.18403], [16.64524, -3.16253, 17.62075], [15.61410, -2.73744, 18.67890], [14.27702, -3.34167, 18.17021], [13.89503, -2.73626, 16.79912], [14.97919, -2.95871, 15.79355], [14.67669, -2.64851, 14.46117], [12.64419, -3.49321, 16.19911], [13.44602, -1.26853, 17.06677], [17.38359, -3.58243, 15.23805], [16.14623, -0.53730, 16.63543], [16.33651, -0.88560, 15.03103], [17.72505, -0.99783, 16.04836], [16.66077, -4.24870, 17.71072], [17.53573, -2.74464, 18.09031], [15.50398, -1.69944, 18.99280], [15.81867, -3.19141, 19.64851], [13.44346, -3.11676, 18.83556], [14.36901, -4.42728, 18.13726], [12.37349, -3.11395, 15.21372], [12.74675, -4.57825, 16.21527], [11.75372, -3.44263, 16.82570], [14.16331, -0.61987, 17.56960], [13.36349, -0.67517, 16.15616], [12.52202, -1.08338, 17.61453], [18.41690, -3.58122, 15.58499], [17.28051, -3.17394, 14.23275], [17.19228, -4.61849, 14.95860], [14.56006, -3.55363, 14.16327], [23.75072, -5.16715, 17.97637], [24.13759, -5.48337, 16.86386], [24.14310, -4.13666, 18.67602], [22.72181, -5.69486, 18.57476], [24.72802, -3.40476, 18.29883], [23.60552, -3.89827, 19.49717], [22.27951, -6.46573, 18.09493], [22.17702, -5.20469, 19.26978], [23.30729, -1.66710, 21.91833], [24.00821, -0.85989, 22.54276], [22.97467, -1.62208, 20.65272], [22.69301, -2.63244, 22.47279], [23.50044, -0.95562, 20.10546], [22.35916, -2.27040, 20.18268], [22.17174, -3.22989, 21.84714], [22.62386, -2.70385, 23.47788], [19.84047, -4.27118, 24.10742], [19.43464, -4.43379, 25.26465], [20.23743, -5.22427, 23.33894], [19.96272, -3.12243, 23.56036], [20.52434, -4.83703, 22.45133], [19.96799, -6.17673, 23.53969], [20.29769, -3.10635, 22.60767], [19.89511, -2.35437, 24.21276]], "atomic_forces_ev_per_a": [[0.46, -1.04, -0.05], [1.34, 1.80, -0.26], [0.14, -0.20, 0.70], [-1.48, -0.58, -0.69], [-0.49, -0.25, 0.03], [-0.49, 0.09, -0.53], [0.38, 0.11, 0.67], [-0.76, 0.49, 0.63], [0.29, 0.10, 0.30], [-0.02, -0.09, -0.32], [0.19, -0.06, -0.38], [-1.05, -0.64, 0.23], [-0.44, -1.41, -0.35], [-0.24, 1.12, 0.18], [-0.15, 0.94, 0.58], [-2.08, -1.04, -1.61], [0.30, 0.03, 0.86], [-0.35, 0.77, 0.82], [0.16, -0.28, 0.21], [0.35, 0.10, -2.14], [-0.05, 0.34, 0.05], [0.58, 0.09, 0.15], [0.66, 0.40, -0.20], [0.04, -0.25, 0.22], [0.68, -0.23, -0.90], [-0.10, -0.14, 0.01], [0.58, -0.38, 0.33], [0.26, 0.40, 0.07], [-0.29, 0.20, 0.06], [0.52, -0.27, -0.13], [0.18, 0.00, -0.56], [0.09, 0.27, 0.48], [0.95, 0.16, 0.34], [-0.19, 0.04, 0.79], [-0.81, -0.46, 0.75], [-1.23, 0.73, 0.44], [-0.54, 2.29, -3.93], [-0.56, -0.59, 1.80], [0.21, -1.23, 0.17], [0.90, -0.89, 2.63], [1.25, 0.85, 1.32], [-0.50, 1.02, -2.35], [-0.42, 0.57, 0.06], [0.75, -0.65, 0.98], [-0.28, -0.47, 0.34], [0.37, 0.16, 0.67], [0.10, -0.03, -0.57], [0.12, 0.07, -0.28], [0.89, -0.67, 0.22], [-0.77, 0.19, -0.09], [-0.02, 0.04, -0.41], [0.62, -0.22, -0.76], [-0.19, -0.22, 0.13], [-0.47, 0.22, -0.30], [-0.56, -0.65, 0.33], [0.56, -0.26, 0.01], [-0.35, -0.25, 0.43], [-0.40, 0.22, -1.10], [0.63, -0.26, 0.32], [0.68, -0.09, -0.34], [-0.72, -1.60, 0.54], [0.66, -1.43, -0.21], [-0.54, 1.38, 0.33], [-1.85, -0.60, -2.05], [1.69, 2.44, 0.49], [1.47, -1.34, 1.06], [-2.13, 0.98, -1.87], [-0.49, 0.08, 2.06], [0.16, 0.84, 0.27], [0.08, -0.01, -0.82], [-0.26, 0.05, 0.33], [-0.18, 0.39, 0.31], [0.05, 0.63, 0.05], [1.26, 0.49, -0.08], [0.06, -0.54, 0.01], [0.25, -0.20, 0.20], [-0.61, 0.19, -0.08], [0.29, -0.92, -0.21], [0.20, -0.46, -0.38], [-0.23, 0.56, 0.29], [-0.54, 0.01, -0.91], [0.37, -0.23, -0.22], [0.44, -0.65, 0.67], [0.42, 0.20, 1.65], [0.39, -0.21, -0.52], [-0.01, -0.90, -1.02], [1.05, 0.75, -1.22], [-2.01, 0.23, 0.69], [1.50, -1.08, -1.82], [-2.27, 0.07, 0.29], [1.89, 1.42, 0.55], [0.52, -0.67, 0.47], [0.05, -0.10, 0.39], [-0.17, 0.26, 0.07], [-0.16, 0.10, -0.27], [-0.51, 0.46, 0.72], [-0.01, 0.25, 0.08], [0.24, -0.38, -0.08], [0.08, 0.10, 0.42], [0.25, -0.33, 0.19], [-0.29, -0.44, -0.01], [0.06, 0.97, -0.28], [0.17, 0.18, 0.15], [0.07, -0.10, -0.11], [-0.52, 0.20, -0.31], [-0.17, 0.11, -0.44], [-0.46, -0.27, 0.13], [0.76, 1.42, -0.78], [0.33, -0.65, -0.91], [-0.49, 0.66, 1.80], [-1.87, -1.14, -0.30], [0.23, 0.85, -0.09], [-1.46, -0.30, -0.73], [0.33, -1.25, 2.73], [0.10, 0.12, 0.32], [0.07, 0.03, 0.91], [0.72, 1.22, -0.77], [-0.99, 0.95, -0.40], [-0.14, -0.59, 0.74], [0.06, -0.49, -0.42], [0.21, -0.14, 0.18], [0.32, -0.07, -0.29], [0.76, -0.21, -1.10], [0.21, 0.29, -0.91], [0.41, -0.44, -0.04], [-0.07, 0.02, 0.11], [0.06, -0.08, -0.25], [0.14, -0.13, 0.05], [0.78, -0.10, -0.56], [-0.03, 0.83, 0.27], [0.47, -0.53, 0.50], [-0.36, -0.42, -0.57], [-0.18, -0.76, -0.01], [-0.03, 0.48, 0.05], [0.56, 0.69, -0.02], [-0.79, -0.37, 1.12], [-0.16, 0.11, -0.75], [-0.77, 0.94, -0.69], [1.24, -0.71, -0.77], [2.08, 2.46, 1.44], [-2.77, -3.65, 0.18], [-0.09, -0.31, -0.02], [0.19, -0.01, 0.03], [0.05, 0.13, 0.12], [-0.11, 0.20, 0.87], [1.47, 2.76, 1.65], [0.40, 0.31, -0.72], [0.85, 2.11, -4.20], [-1.95, -3.80, 3.41], [-0.26, -0.24, -0.19], [0.06, -0.22, 0.33], [-0.47, -0.91, 0.04], [0.25, -0.05, -0.38], [-1.06, -1.58, 3.87], [-0.09, 0.26, 0.56], [0.74, -2.82, -1.89], [-0.17, 4.29, -1.04], [0.52, -1.58, -1.07], [0.31, 0.26, -0.38], [0.05, 1.02, 0.20], [0.11, 0.29, -0.77]], "lumo_energy_ha": 0.0691, "total_charge": -1, "largest_force_ev_per_a": 5.466, "e_tot_ha": -3124.95701, "orbital_gap_ev": 7.88}